Entry from OMol25: a structure of composition C40H58CdNO8P2S2SeSi in a non-equilibrium geometry (wB97M-V/def2-TZVPD).

Geometry (Å):
Cd (-1.15265, 0.37730, 0.69752)
N (0.23682, 3.57496, 0.86635)
P (-0.12632, 2.21141, 2.17315)
C (-0.63619, 3.48351, 3.37903)
C (-1.53136, 4.48073, 3.02014)
C (-1.93188, 5.42440, 3.94944)
C (-1.44522, 5.37552, 5.24436)
C (-0.56426, 4.36996, 5.61162)
C (-0.16010, 3.42926, 4.68455)
C (1.65116, 1.98087, 2.51611)
C (2.44997, 3.05679, 2.88196)
C (3.81139, 2.89092, 3.05777)
C (4.38881, 1.64574, 2.86888)
C (3.59585, 0.56907, 2.50865)
C (2.23316, 0.73384, 2.33258)
P (0.20519, 2.95289, -0.66654)
C (0.01718, 4.47853, -1.68292)
C (-0.69896, 5.55637, -1.17455)
C (-0.88757, 6.70013, -1.92839)
C (-0.37936, 6.77635, -3.21399)
C (0.30961, 5.69592, -3.74261)
C (0.50747, 4.55573, -2.98482)
C (2.00943, 2.66088, -0.97804)
C (2.92139, 3.70630, -1.07884)
C (4.27972, 3.44751, -1.07495)
C (4.73836, 2.14397, -0.96522)
C (3.83486, 1.09833, -0.88100)
C (2.47517, 1.35450, -0.88973)
H (0.83886, 4.38266, 1.01111)
H (-1.92832, 4.49403, 2.01550)
H (-2.63449, 6.19736, 3.66750)
H (-1.76051, 6.11167, 5.97253)
H (-0.19931, 4.31173, 6.62780)
H (0.50308, 2.62501, 4.96951)
H (1.99908, 4.02908, 3.03072)
H (4.42402, 3.73356, 3.34837)
H (5.45498, 1.51814, 3.00055)
H (4.04474, -0.40376, 2.36319)
H (1.60858, -0.10414, 2.04717)
H (-1.09606, 5.48497, -0.17184)
H (-1.42581, 7.53938, -1.51159)
H (-0.52113, 7.67482, -3.79981)
H (0.70840, 5.75512, -4.74617)
H (1.06072, 3.71923, -3.39315)
H (2.56195, 4.72643, -1.14356)
H (4.98627, 4.26330, -1.15297)
H (5.80100, 1.94595, -0.94102)
H (4.18646, 0.08059, -0.79492)
H (1.76606, 0.54086, -0.79848)
O (-2.80261, 0.93554, 2.13876)
Se (-2.04606, 0.19108, 3.36194)
O (-1.80102, -1.32283, 2.94810)
O (-0.50260, 0.91015, 3.49706)
O (-2.80553, 0.32662, 4.73955)
C (-4.11854, -3.91597, 1.49308)
C (-3.35309, -3.31872, 0.30500)
C (-3.70078, -4.06535, -0.98960)
C (-3.70233, -1.83856, 0.15048)
O (-1.99279, -3.48321, 0.62469)
Si (-0.55299, -3.27582, -0.07617)
S (0.35884, -1.37434, -0.09021)
O (0.46189, -4.33218, 0.63431)
C (0.75021, -4.63220, 1.98705)
C (2.26280, -4.88117, 2.06752)
C (0.36592, -3.49830, 2.92705)
C (-0.02121, -5.90818, 2.34275)
O (-0.64419, -3.72832, -1.65389)
C (0.10881, -4.67599, -2.37366)
C (-0.20584, -6.08587, -1.86407)
C (1.60533, -4.39751, -2.22235)
C (-0.29242, -4.53906, -3.84818)
H (-5.19069, -3.78017, 1.36885)
H (-3.79189, -3.41161, 2.39961)
H (-3.89506, -4.97824, 1.57869)
H (-4.75642, -3.92431, -1.21422)
H (-3.49421, -5.12867, -0.88042)
H (-3.09705, -3.67982, -1.80801)
H (-4.76752, -1.71692, -0.04326)
H (-3.13635, -1.40433, -0.67699)
H (-3.45665, -1.31876, 1.07701)
H (2.79173, -3.96102, 1.83264)
H (2.56055, -5.64578, 1.35294)
H (2.53314, -5.20633, 3.06870)
H (0.94798, -2.60897, 2.69813)
H (0.54789, -3.78006, 3.96095)
H (-0.68161, -3.23758, 2.81395)
H (0.25297, -6.70778, 1.65699)
H (-1.08560, -5.71104, 2.25292)
H (0.20203, -6.22711, 3.35726)
H (0.11305, -6.15862, -0.82960)
H (0.32122, -6.82509, -2.46351)
H (-1.27603, -6.27407, -1.91077)
H (1.88961, -4.55389, -1.18696)
H (1.81613, -3.36120, -2.47241)
H (2.17763, -5.05827, -2.86933)
H (-1.35596, -4.72940, -3.96263)
H (0.26517, -5.24705, -4.45653)
H (-0.07256, -3.53263, -4.19311)
C (-2.54403, 2.66103, -3.91742)
C (-1.84566, 1.35122, -4.21753)
S (-0.82013, 0.87722, -2.73749)
O (-1.83912, 0.50170, -1.73749)
C (-0.16105, -0.69748, -3.46017)
C (1.17963, -0.40815, -4.10812)
H (-3.24066, 2.92787, -4.70936)
H (-1.81163, 3.45582, -3.80329)
H (-3.09550, 2.56680, -2.98534)
H (-1.17309, 1.44278, -5.06643)
H (-2.55893, 0.54830, -4.38611)
H (-0.87996, -1.12331, -4.15848)
H (-0.03345, -1.36120, -2.60245)
H (1.08605, 0.26710, -4.95934)
H (1.63282, -1.33288, -4.45820)
H (1.84116, 0.04442, -3.37387)

Summary:
Relative energy (zero: lowest compared OMol25 entry of this formula, charge and spin)   28.8 kcal per mole
E_tot   -178334.4281 eV
Max |F|   2.44 eV Å⁻¹
Charge   -1



Entry from OMol25: a cluster of 5 separate species, C40H59BrNO8PS4 in total in a non-equilibrium geometry (wB97M-V/def2-TZVPD).

Geometry (Å):
C (-1.78549, 4.88034, -8.95296)
C (-1.38768, 3.28668, -9.24798)
C (-0.09962, 2.80125, -8.35634)
Br (1.28438, 4.21072, -8.04053)
C (-0.50431, 2.19379, -6.86369)
C (-2.08662, 1.99647, -6.45175)
C (-2.47280, 1.35059, -4.96853)
C (-1.29134, 0.89684, -3.92622)
C (0.31868, 1.12094, -4.31823)
C (0.69657, 1.76732, -5.78122)
C (1.44939, 0.62871, -3.18929)
O (2.53888, -0.03838, -3.58524)
C (1.07367, 0.98451, -1.61483)
C (-0.53531, 0.74040, -1.22633)
C (-1.11694, 0.98281, 0.28757)
C (-2.65573, 0.73700, 0.79758)
C (-3.14640, 2.09801, 1.61828)
N (-2.95121, 3.26694, 0.67736)
C (-4.26969, 3.99086, 0.50510)
C (-4.10553, 5.53985, -0.03563)
C (-1.96216, 4.28598, 1.21853)
C (-0.68389, 4.65552, 0.20781)
O (-2.06024, 4.87200, 2.44006)
C (-0.02625, 1.48702, 1.42041)
C (1.58069, 1.73133, 1.03163)
C (2.54506, 2.18074, 2.27572)
O (3.45517, 1.07997, 2.64449)
C (2.61491, -0.02139, 3.22207)
C (1.97205, 0.03270, 4.75265)
C (1.01101, -1.11716, 5.41743)
C (0.61968, -2.45606, 4.55297)
C (1.27329, -2.58408, 3.02936)
C (2.25399, -1.40678, 2.36101)
C (2.19885, 1.50486, -0.49081)
P (4.00582, 1.73780, -1.02070)
C (4.14706, 2.62273, -2.75197)
C (5.03424, 2.85282, 0.12372)
C (-1.58796, 0.23077, -2.42174)
O (-2.56616, -0.65845, -2.23311)
H (-2.96264, 5.01611, -9.08827)
H (-1.16180, 5.55534, -9.68002)
H (-1.56679, 5.17178, -7.82825)
H (-1.05046, 3.25861, -10.39220)
H (-2.32672, 2.57861, -9.18305)
H (0.39466, 1.89788, -8.93993)
H (-3.01038, 2.28020, -7.13433)
H (-3.59966, 1.19090, -4.69579)
H (1.80836, 1.92650, -6.12470)
H (-3.42493, 0.47205, -0.04359)
H (-2.62980, -0.13022, 1.61674)
H (-2.47905, 2.24286, 2.57045)
H (-4.24862, 1.92794, 1.97549)
H (-4.79979, 4.05532, 1.55369)
H (-4.90349, 3.38545, -0.28033)
H (-3.26107, 5.64034, -0.85790)
H (-3.91708, 6.25444, 0.90110)
H (-5.14752, 5.90666, -0.48690)
H (-0.57867, 5.81762, 0.04487)
H (0.31096, 4.24212, 0.67721)
H (-0.83134, 4.09373, -0.83456)
H (-0.37425, 1.64818, 2.54564)
H (3.10474, 3.22107, 2.10281)
H (1.86285, 2.37183, 3.23662)
H (2.20711, 1.00744, 5.39209)
H (0.56728, -0.97344, 6.51385)
H (-0.09965, -3.25756, 5.02970)
H (0.97383, -3.57627, 2.44011)
H (2.68104, -1.58814, 1.26143)
H (3.07314, 2.90505, -3.18925)
H (4.78178, 3.61754, -2.69136)
H (4.65795, 1.92560, -3.54067)
H (5.46647, 2.30384, 1.08045)
H (4.40286, 3.78594, 0.43925)
H (5.99032, 3.25412, -0.46121)
C (-1.44394, 7.93739, -5.07485)
S (-1.66265, 7.86933, -3.28028)
O (-1.42561, 6.45173, -2.85056)
C (-3.45132, 8.13903, -3.30204)
H (-0.39141, 7.75495, -5.30387)
H (-2.05715, 7.17130, -5.55547)
H (-1.72653, 8.92767, -5.43963)
H (-3.93965, 7.36054, -3.89287)
H (-3.66690, 9.12271, -3.72595)
H (-3.82132, 8.09974, -2.27474)
C (2.67041, -5.93342, 4.15216)
S (2.16623, -6.02282, 2.41700)
O (0.66731, -5.97511, 2.37991)
C (2.66172, -7.74495, 2.16939)
H (2.41912, -4.94210, 4.53647)
H (2.14208, -6.69215, 4.73449)
H (3.74949, -6.08692, 4.22701)
H (2.13405, -8.39096, 2.87497)
H (3.74120, -7.83795, 2.31036)
H (2.40451, -8.03734, 1.14854)
C (4.70554, -9.53190, 6.37110)
S (3.94031, -10.61496, 5.14049)
O (3.79201, -9.82454, 3.87413)
C (2.31638, -10.67859, 5.93506)
H (5.73109, -9.32126, 6.05894)
H (4.14875, -8.59440, 6.44174)
H (4.71925, -10.03424, 7.34117)
H (1.90822, -9.66990, 6.03287)
H (2.40986, -11.14277, 6.91974)
H (1.64889, -11.28074, 5.31406)
C (-2.00306, -6.38332, 3.32365)
S (-2.22177, -6.45139, 5.11823)
O (-1.98473, -7.86898, 5.54795)
C (-4.01044, -6.18168, 5.09647)
H (-0.95053, -6.56577, 3.09463)
H (-2.61627, -7.14942, 2.84304)
H (-2.28565, -5.39304, 2.95888)
H (-4.49877, -6.96017, 4.50564)
H (-4.22601, -5.19800, 4.67256)
H (-4.38043, -6.22097, 6.12376)

Summary:
E_tot   -182943.3152 eV
Max |F|   8.42 eV Å⁻¹
Charge   0



Entry from OMol25: a structure of composition C40H60CrN2O2 in a non-equilibrium geometry (wB97M-V/def2-TZVPD).

Geometry (Å):
Cr (1.11608, 1.29541, -0.48905)
C (3.39898, 2.26291, -2.52785)
N (1.97878, 1.94511, -2.64885)
C (1.29268, 3.11381, -3.18275)
C (1.76628, 0.80651, -3.55335)
C (0.57108, -0.05919, -3.12905)
N (0.72268, -0.48649, -1.74315)
C (-0.49762, -1.00789, -1.13035)
C (-1.71972, -0.11639, -1.10735)
C (-2.93452, -0.76439, -1.00345)
C (-4.13262, -0.06399, -0.97715)
C (-4.06002, 1.30461, -1.17785)
C (-2.87322, 2.01931, -1.31155)
C (-1.65542, 1.29971, -1.16425)
O (-0.46192, 1.85281, -1.09245)
C (-3.03352, 3.50571, -1.65545)
C (-1.73402, 4.18241, -2.08585)
C (-3.61432, 4.30631, -0.47415)
C (-4.00292, 3.61831, -2.85155)
C (-5.44672, -0.80779, -0.81745)
C (-6.65152, 0.13301, -0.72105)
C (-5.38562, -1.64359, 0.46795)
C (-5.64372, -1.73399, -2.02695)
C (1.77698, -1.49569, -1.61935)
C (2.20168, -1.74019, -0.20055)
C (2.10668, -3.01549, 0.31565)
C (2.58538, -3.30539, 1.58265)
C (3.19108, -2.26779, 2.27525)
C (3.35568, -0.97579, 1.78505)
C (2.77468, -0.67559, 0.52985)
O (2.65108, 0.53061, -0.00245)
C (4.18128, -0.02109, 2.64955)
C (4.67408, 1.19661, 1.86315)
C (5.44488, -0.75949, 3.14035)
C (3.39248, 0.41461, 3.89825)
C (2.52668, -4.70069, 2.17055)
C (1.92688, -5.70419, 1.18245)
C (1.65988, -4.68769, 3.43525)
C (3.95188, -5.15749, 2.51155)
H (3.86108, 2.38741, -3.51485)
H (3.91688, 1.47951, -1.97905)
H (3.50478, 3.19681, -1.97985)
H (1.69868, 3.39891, -4.16025)
H (1.39838, 3.95411, -2.50205)
H (0.24138, 2.88371, -3.29585)
H (2.67158, 0.19591, -3.55835)
H (1.59658, 1.15321, -4.58195)
H (0.50868, -0.93049, -3.79765)
H (-0.35742, 0.51151, -3.21135)
H (-0.22712, -1.28019, -0.10225)
H (-0.78622, -1.94079, -1.64105)
H (-2.94262, -1.84239, -0.94595)
H (-4.98532, 1.84691, -1.24295)
H (-0.95332, 4.06521, -1.33855)
H (-1.91092, 5.24551, -2.23495)
H (-1.40442, 3.76591, -3.03355)
H (-2.81162, 4.68491, 0.15295)
H (-4.28252, 3.70181, 0.13275)
H (-4.16862, 5.16781, -0.84075)
H (-3.75062, 2.90601, -3.63385)
H (-3.94392, 4.61961, -3.27235)
H (-5.03252, 3.44251, -2.55825)
H (-6.55682, 0.80861, 0.12755)
H (-7.55732, -0.45289, -0.58045)
H (-6.77052, 0.71321, -1.63335)
H (-5.22302, -1.00179, 1.33115)
H (-4.58672, -2.37789, 0.42715)
H (-6.32092, -2.17619, 0.61385)
H (-5.68752, -1.15159, -2.94485)
H (-6.57382, -2.28669, -1.91815)
H (-4.82812, -2.44749, -2.11215)
H (2.66038, -1.16099, -2.16865)
H (1.44558, -2.44439, -2.06825)
H (1.65268, -3.78049, -0.29015)
H (3.57498, -2.47239, 3.26045)
H (5.39908, 0.87361, 1.11755)
H (5.15748, 1.89881, 2.53915)
H (3.87298, 1.71771, 1.34385)
H (5.84788, -1.39859, 2.35905)
H (5.24398, -1.36929, 4.01665)
H (6.20348, -0.03229, 3.41825)
H (2.65308, 1.17921, 3.67905)
H (4.07768, 0.81921, 4.64025)
H (2.87848, -0.43389, 4.34545)
H (0.89728, -5.44759, 0.94005)
H (1.92748, -6.69599, 1.62645)
H (2.51168, -5.74749, 0.26555)
H (0.64068, -4.39689, 3.18655)
H (2.04718, -3.99149, 4.17435)
H (1.63598, -5.67999, 3.87955)
H (4.58298, -5.11979, 1.62605)
H (3.93788, -6.18089, 2.87745)
H (4.40318, -4.53419, 3.27775)
C (0.85758, 1.70351, 1.76205)
C (0.07788, 2.84661, 1.57055)
C (-1.30232, 2.75331, 1.66565)
C (-1.91352, 1.53431, 1.90915)
C (-1.14702, 0.39761, 2.11225)
C (0.23348, 0.48211, 2.05285)
H (1.91988, 1.82641, 1.94215)
H (0.55798, 3.80981, 1.44035)
H (-1.89832, 3.64191, 1.55915)
H (-2.98822, 1.47501, 1.96745)
H (-1.62232, -0.53869, 2.35925)
H (0.83668, -0.37239, 2.32775)

Summary:
Relative energy (zero: lowest compared OMol25 entry of this formula, charge and spin)   22.6 kcal per mole
2S+1   2
E_tot   -77945.6482 eV
Max |F|   2.39 eV Å⁻¹
Charge   +1



Entry from OMol25: a cluster of 10 separate species, C40H60O23 in total in a non-equilibrium geometry (wB97M-V/def2-TZVPD).

Geometry (Å):
C (0.06153, 3.46123, -1.42342)
C (-0.26862, 4.94393, -1.31084)
C (0.64527, 5.88674, -2.06103)
O (-0.29436, 6.74736, -2.62345)
C (-1.60554, 6.28702, -2.40582)
O (-2.58278, 6.79645, -2.91935)
O (-1.58835, 5.16902, -1.78184)
H (-0.16674, 3.04015, -2.40255)
H (-0.62934, 2.95800, -0.74700)
H (1.10165, 3.30894, -1.13522)
H (-0.28386, 5.21868, -0.25614)
H (1.31816, 5.36639, -2.74261)
H (1.20814, 6.31541, -1.23186)
C (2.07810, 0.60074, -0.53291)
C (0.85311, -0.29564, -0.72509)
C (0.05496, -0.49981, 0.54569)
O (-1.29810, -0.28994, 0.17488)
C (-1.39819, 0.14123, -1.06907)
O (-2.48264, 0.35011, -1.71051)
O (-0.09115, 0.41549, -1.53003)
H (2.96340, 0.04423, -0.22529)
H (1.88950, 1.34234, 0.24333)
H (2.22867, 1.25585, -1.39097)
H (1.08022, -1.26207, -1.17514)
H (0.27108, 0.23141, 1.32460)
H (0.19008, -1.49611, 0.96669)
C (4.40039, 2.81306, 1.87267)
C (4.26704, 1.82177, 3.00583)
C (3.99651, 0.36445, 2.66705)
O (4.93356, -0.37276, 3.49866)
C (5.89961, 0.47912, 3.94808)
O (6.99138, 0.17844, 4.52377)
O (5.59057, 1.70696, 3.48999)
H (3.43469, 3.20439, 1.55271)
H (4.81415, 2.37650, 0.96366)
H (4.92546, 3.73645, 2.11712)
H (3.67667, 2.20362, 3.83875)
H (4.14442, 0.16648, 1.60543)
H (3.00190, 0.13623, 3.05014)
O (-0.15403, -2.38660, 3.74791)
C (0.82571, -2.85170, 3.23686)
C (1.43774, -4.23903, 3.35506)
C (2.80001, -4.02578, 2.77352)
C (2.67194, -2.69803, 1.88325)
O (1.62738, -2.01922, 2.53109)
H (1.52154, -4.62980, 4.36915)
H (0.89562, -4.95797, 2.74079)
H (3.58944, -3.96501, 3.52265)
H (3.01390, -4.84976, 2.09277)
H (3.60956, -2.14335, 1.84716)
H (2.47069, -2.80572, 0.81742)
O (-2.22779, 4.29053, 2.07963)
C (-3.13625, 3.94043, 1.30648)
C (-4.33774, 4.78110, 0.82123)
C (-4.74518, 3.99174, -0.47952)
C (-4.23647, 2.55482, -0.17548)
O (-3.19614, 2.70555, 0.72321)
H (-5.06302, 4.63202, 1.62113)
H (-4.11122, 5.83459, 0.65707)
H (-5.80268, 4.00069, -0.74358)
H (-4.19704, 4.30258, -1.36892)
H (-5.03404, 1.99344, 0.31116)
H (-3.87232, 2.01130, -1.04731)
O (1.26739, 1.32367, 3.66978)
C (0.20107, 1.26005, 4.27862)
C (-1.10890, 1.09044, 3.55489)
C (-2.01036, 1.68221, 4.58248)
C (-1.30694, 1.36579, 5.92394)
O (0.04558, 1.19398, 5.58520)
H (-1.25206, 1.54278, 2.57356)
H (-1.10326, 0.01761, 3.36227)
H (-2.07005, 2.72218, 4.26157)
H (-2.93919, 1.14741, 4.38410)
H (-1.50786, 2.12283, 6.68197)
H (-1.73531, 0.43489, 6.29545)
O (0.14026, -2.46353, -6.71659)
C (0.07401, -2.50987, -5.45692)
C (-0.94989, -1.89432, -4.52063)
C (-0.92256, -2.85336, -3.35309)
C (0.53530, -3.29106, -3.39117)
O (0.85435, -3.27574, -4.75406)
H (-0.70536, -0.85452, -4.30356)
H (-1.82701, -1.99151, -5.16040)
H (-1.08640, -2.41228, -2.36988)
H (-1.61664, -3.67871, -3.51165)
H (1.13287, -2.67554, -2.71877)
H (0.60601, -4.32543, -3.05475)
O (-6.71685, -3.72499, 1.35768)
C (-5.76094, -2.94775, 1.16471)
C (-4.84641, -2.30865, 2.17433)
C (-4.24039, -1.23809, 1.34248)
C (-4.32790, -1.65954, -0.08076)
O (-5.51963, -2.42957, -0.05477)
H (-5.50513, -1.89240, 2.93651)
H (-4.23761, -3.04200, 2.70317)
H (-4.78813, -0.30525, 1.47621)
H (-3.24056, -1.05760, 1.73729)
H (-4.47807, -0.78697, -0.71650)
H (-3.50100, -2.23017, -0.50352)
O (3.18908, 0.35503, -3.88655)
C (2.51773, 1.07048, -4.63335)
C (2.20589, 2.50629, -4.38162)
C (0.83124, 2.52947, -5.02421)
C (0.94521, 1.52558, -6.19555)
O (1.79605, 0.53884, -5.58286)
H (2.29850, 2.96183, -3.39571)
H (3.01771, 2.99704, -4.91848)
H (0.04369, 2.26472, -4.31867)
H (0.61658, 3.51035, -5.44836)
H (-0.02574, 1.05615, -6.35364)
H (1.31733, 2.01484, -7.09570)
O (0.37950, -3.57065, -0.54888)
C (0.96910, -4.67196, -0.41437)
C (0.42658, -6.02474, -0.12077)
C (1.62239, -6.83342, 0.22947)
C (2.76260, -6.08894, -0.49080)
O (2.25887, -4.77110, -0.64930)
H (-0.27201, -5.95605, 0.71311)
H (-0.02471, -6.37132, -1.05045)
H (1.78098, -6.96480, 1.29984)
H (1.49427, -7.82141, -0.21277)
H (3.73491, -6.16535, -0.00410)
H (2.88169, -6.46437, -1.50715)

Summary:
Relative energy (zero: lowest compared OMol25 entry of this formula, charge and spin)   49.0 kcal per mole
E_tot   -89544.7914 eV
Max |F|   5.81 eV Å⁻¹
Charge   0